1.
DFT (ωB97M-V/def2-TZVPD) results for 10 unconnected molecules or ions with the total composition C21H62N2O10 at a distorted geometry.

structure (SMILES)	NC(N)=O.CC(C)O.CC(C)O.CCO.CCO.CCO.CCO.CCO.CCO.CCO
energy above the lowest of the compared OMol25 structures with the same formula, charge and spin	0.0000	eV
E_LUMO	0.44	eV
orbital gap	9.668	eV

CARTESIAN COORDINATES (ANGSTROEM)
N: -0.614 -1.850 -0.652
C: -0.466 -0.532 -0.284
N: 0.702 -0.211 0.512
O: -1.167 0.425 -0.698
H: -1.227 -2.241 -1.353
H: 0.077 -2.450 -0.248
H: 0.715 0.683 0.975
H: 1.026 -0.938 1.161
C: -4.353 -1.073 -2.442
C: -4.096 -2.528 -2.798
C: -4.100 -2.801 -4.326
O: -2.804 -2.888 -2.215
H: -4.049 -0.865 -1.437
H: -5.350 -0.758 -2.773
H: -3.621 -0.410 -2.937
H: -4.886 -3.103 -2.258
H: -3.894 -3.829 -4.655
H: -3.356 -2.089 -4.693
H: -5.081 -2.552 -4.740
H: -2.673 -3.740 -2.647
C: 4.436 -3.416 -0.227
C: 3.074 -3.106 -0.780
C: 2.825 -3.663 -2.153
O: 1.997 -3.549 0.056
H: 4.620 -2.875 0.694
H: 5.198 -3.136 -0.975
H: 4.632 -4.458 -0.031
H: 3.004 -2.004 -0.896
H: 1.809 -3.439 -2.447
H: 3.062 -4.734 -2.135
H: 3.584 -3.276 -2.846
H: 2.041 -3.146 0.931
C: -0.066 -3.389 2.841
C: 1.135 -2.697 3.522
O: 2.059 -2.326 2.510
H: -0.733 -2.663 2.329
H: -0.537 -4.028 3.584
H: 0.291 -4.070 2.055
H: 1.630 -3.311 4.270
H: 0.846 -1.788 4.076
H: 2.711 -1.814 3.036
C: -0.036 1.547 5.084
C: -0.486 2.323 3.796
O: 0.326 3.452 3.574
H: -0.838 0.866 5.364
H: 0.176 2.238 5.902
H: 0.873 1.011 4.917
H: -1.516 2.702 3.852
H: -0.427 1.561 3.006
H: 0.942 3.228 2.871
C: -3.001 -1.135 2.091
C: -4.052 -0.257 1.484
O: -4.606 0.536 2.523
H: -3.425 -1.835 2.790
H: -2.250 -0.561 2.639
H: -2.446 -1.711 1.313
H: -4.858 -0.835 1.006
H: -3.518 0.354 0.737
H: -4.825 1.419 2.196
C: -2.827 3.261 -0.267
C: -1.651 3.238 0.730
O: -0.430 3.019 0.051
H: -3.799 3.432 0.243
H: -3.029 2.386 -0.874
H: -2.686 4.065 -1.008
H: -1.687 2.387 1.377
H: -1.513 4.218 1.213
H: -0.471 2.096 -0.285
C: -1.259 2.348 -3.458
C: -0.417 2.703 -4.692
O: -0.816 1.921 -5.782
H: -1.020 1.349 -3.103
H: -2.314 2.339 -3.599
H: -0.885 2.901 -2.594
H: 0.643 2.554 -4.451
H: -0.546 3.782 -5.037
H: -0.346 2.302 -6.531
C: 3.914 0.507 1.928
C: 3.179 1.666 2.600
O: 2.032 2.052 1.842
H: 3.267 -0.223 1.484
H: 4.639 -0.032 2.563
H: 4.590 0.758 1.125
H: 3.859 2.552 2.715
H: 2.823 1.470 3.617
H: 2.300 2.556 1.072
C: 2.921 1.991 -2.151
C: 3.850 2.986 -1.553
O: 3.373 3.445 -0.286
H: 3.274 1.359 -2.986
H: 1.942 2.425 -2.374
H: 2.606 1.240 -1.449
H: 4.056 3.788 -2.309
H: 4.828 2.505 -1.447
H: 3.164 4.391 -0.373

Results of the Löwdin charge analysis, in e, for atoms 1 through 2: number 1, N, carries 0.195; number 2, C, carries -0.531

2.
DFT (ωB97M-V/def2-TZVPD) results for 9 unconnected molecules or ions with the total composition C21H63BO8 at a distorted geometry.

energy above the lowest of the compared OMol25 structures with the same formula, charge and spin	7.8720	eV
E_LUMO	-2.62	eV
orbital gap	5.194	eV

CARTESIAN COORDINATES (ANGSTROEM)
O: 0.313 -3.673 -3.087
H: 0.362 -2.950 -2.457
H: -0.252 -4.391 -2.795
H: 1.195 -3.991 -3.293
B: -1.051 -0.245 0.125
H: -0.469 -0.041 -0.760
H: -2.092 -0.042 -0.075
H: -0.827 -1.273 0.366
H: -0.704 0.401 0.917
C: -2.945 -4.841 4.098
C: -4.153 -4.014 3.761
C: -5.388 -4.331 4.567
O: -3.797 -2.669 4.036
H: -3.096 -5.921 4.108
H: -2.554 -4.604 5.087
H: -2.148 -4.636 3.382
H: -4.456 -4.135 2.721
H: -5.798 -5.276 4.212
H: -6.157 -3.559 4.615
H: -5.130 -4.484 5.615
H: -3.175 -2.345 3.381
C: 2.905 -0.492 7.199
C: 3.884 0.593 6.728
C: 3.196 1.917 6.490
O: 5.009 0.821 7.637
H: 3.467 -1.423 7.279
H: 2.081 -0.622 6.497
H: 2.376 -0.307 8.134
H: 4.359 0.225 5.818
H: 2.938 2.421 7.422
H: 2.234 1.813 5.988
H: 3.873 2.542 5.908
H: 4.646 0.913 8.521
C: 4.440 0.787 -2.613
C: 4.489 1.473 -1.247
C: 3.758 2.777 -1.040
O: 3.871 0.474 -0.424
H: 4.818 1.387 -3.442
H: 3.431 0.511 -2.919
H: 5.030 -0.128 -2.561
H: 5.505 1.621 -0.881
H: 3.539 2.945 0.015
H: 2.866 2.720 -1.664
H: 4.332 3.649 -1.352
H: 2.939 0.697 -0.476
C: -7.329 -1.520 -4.358
C: -6.138 -2.478 -3.941
C: -6.291 -3.948 -4.473
O: -4.960 -1.943 -4.543
H: -7.071 -0.503 -4.061
H: -8.260 -1.958 -3.998
H: -7.432 -1.429 -5.439
H: -6.035 -2.534 -2.858
H: -6.710 -3.876 -5.477
H: -6.972 -4.594 -3.919
H: -5.331 -4.448 -4.601
H: -4.581 -1.340 -3.899
C: 7.248 -5.364 -0.209
C: 5.995 -5.912 0.491
C: 6.163 -5.945 2.082
O: 4.897 -5.142 0.079
H: 7.113 -5.279 -1.287
H: 8.164 -5.922 -0.019
H: 7.431 -4.391 0.248
H: 5.827 -6.914 0.095
H: 6.131 -4.982 2.592
H: 7.014 -6.522 2.444
H: 5.276 -6.491 2.403
H: 4.920 -4.291 0.523
C: 1.379 6.540 -7.091
C: 0.076 6.280 -6.317
C: -0.295 4.796 -6.187
O: 0.313 6.723 -5.017
H: 1.624 7.597 -6.990
H: 1.342 6.405 -8.173
H: 2.158 5.960 -6.595
H: -0.772 6.786 -6.778
H: -0.672 4.323 -7.094
H: -1.190 4.747 -5.568
H: 0.470 4.199 -5.689
H: -0.307 6.266 -4.444
C: -3.158 6.947 0.945
C: -2.993 5.448 1.218
C: -4.253 4.789 1.721
O: -2.631 4.804 -0.009
H: -2.211 7.280 0.521
H: -3.330 7.405 1.919
H: -4.031 7.168 0.331
H: -2.200 5.280 1.946
H: -5.168 5.054 1.191
H: -4.347 5.032 2.780
H: -4.086 3.712 1.738
H: -2.457 3.889 0.223

Results of the Löwdin charge analysis, in e, for atoms 1 through 2: number 1, O, carries 0.400; number 2, H, carries 0.192

3.
DFT (ωB97M-V/def2-TZVPD) results for 10 unconnected molecules or ions with the total composition C21H64N15O10 at a distorted geometry.

energy above the lowest of the compared OMol25 structures with the same formula, charge and spin	1.0914	eV
total charge	-2
spin multiplicity	2
E_LUMO (spin up / spin down)	4.02 / 4.02	eV
orbital gap (spin up / spin down)	2.587 / 5.944	eV

CARTESIAN COORDINATES (ANGSTROEM)
C: -26.804 25.513 14.000
C: -26.437 26.983 14.303
C: -26.128 27.796 13.118
O: -27.272 27.723 15.125
H: -25.838 25.103 13.702
H: -27.433 25.401 13.116
H: -27.190 24.909 14.821
H: -25.471 26.930 14.804
H: -26.995 27.799 12.456
H: -25.226 27.514 12.576
H: -25.938 28.835 13.387
C: -22.870 29.525 12.277
C: -21.779 29.691 11.256
C: -22.093 28.865 10.030
O: -21.007 28.898 9.061
C: -21.360 28.161 7.889
N: -21.532 31.076 10.993
H: -22.678 28.688 12.948
H: -23.794 29.371 11.720
H: -23.027 30.384 12.929
H: -20.824 29.253 11.544
H: -23.030 29.112 9.531
H: -22.319 27.830 10.286
H: -20.518 27.929 7.236
H: -22.062 28.713 7.264
H: -22.032 27.309 7.993
H: -20.867 31.019 10.235
H: -22.286 31.539 10.506
C: -26.053 21.939 13.156
C: -27.216 22.477 12.331
C: -27.428 21.681 10.961
O: -28.259 22.523 10.192
C: -29.066 21.921 9.302
N: -28.491 22.533 13.053
H: -26.404 20.921 13.328
H: -25.940 22.480 14.095
H: -25.143 21.776 12.577
H: -26.947 23.493 12.040
H: -27.813 20.687 11.187
H: -26.495 21.351 10.503
H: -29.507 21.019 9.725
H: -28.581 21.697 8.351
H: -29.881 22.616 9.102
H: -28.377 23.224 13.781
H: -29.111 22.966 12.384
C: -26.093 26.420 19.668
C: -26.442 25.706 18.301
C: -25.829 24.252 18.156
O: -26.401 23.586 17.055
C: -26.187 22.227 16.865
N: -27.865 25.699 18.022
H: -25.028 26.600 19.815
H: -26.345 25.845 20.559
H: -26.569 27.401 19.676
H: -25.961 26.335 17.551
H: -26.098 23.550 18.945
H: -24.767 24.185 17.919
H: -26.731 21.853 15.997
H: -26.658 21.691 17.689
H: -25.110 22.061 16.869
H: -27.961 25.199 17.150
H: -28.395 25.123 18.659
C: -23.629 29.214 16.529
O: -22.851 29.975 17.055
N: -23.627 27.971 16.918
N: -24.613 29.591 15.850
H: -22.948 27.638 17.587
H: -24.053 27.271 16.328
H: -25.395 28.958 15.765
H: -24.837 30.510 15.496
C: -30.770 28.605 13.728
O: -30.697 29.335 14.784
N: -31.656 28.636 12.794
N: -29.877 27.663 13.467
H: -31.791 27.791 12.257
H: -32.331 29.345 13.041
H: -29.133 27.563 14.143
H: -29.680 27.369 12.521
C: -27.016 31.521 15.425
O: -27.526 31.111 16.412
N: -26.858 30.847 14.346
N: -26.555 32.683 15.261
H: -26.305 31.379 13.690
H: -26.995 29.847 14.400
H: -26.687 32.945 14.295
H: -26.478 33.411 15.958
C: -28.920 25.998 10.271
O: -29.134 27.171 10.524
N: -29.737 24.990 10.393
N: -27.828 25.478 9.827
H: -30.680 25.093 10.741
H: -29.383 24.057 10.237
H: -26.988 26.038 9.812
H: -27.866 24.509 9.544
C: -22.818 24.494 15.806
O: -22.452 23.913 16.751
N: -24.081 24.674 15.418
N: -22.028 25.062 14.973
H: -24.232 25.415 14.750
H: -24.861 24.358 15.977
H: -22.387 25.367 14.079
H: -21.051 24.990 15.216
C: -23.543 25.299 11.299
O: -23.122 25.599 12.444
N: -24.741 25.172 10.952
N: -22.781 24.902 10.372
H: -25.054 24.951 10.018
H: -25.398 25.446 11.669
H: -21.785 24.823 10.521
H: -23.348 24.648 9.576

Results of the Löwdin charge analysis, in e, for atoms 1 through 2: number 1, C, carries -0.054; number 2, C, carries -0.658

4.
DFT (ωB97M-V/def2-TZVPD) results for a molecular structure, C21H66F6N19O23S2Zn at a distorted geometry.

spin multiplicity	2
E_LUMO (spin up / spin down)	-0.01 / -0.07	eV
orbital gap (spin up / spin down)	2.523 / 9.092	eV

CARTESIAN COORDINATES (ANGSTROEM)
Zn: -3.097 1.123 0.549
C: -0.561 -2.298 0.117
F: -1.648 -2.459 0.854
F: 0.457 -2.160 0.890
F: -0.319 -3.242 -0.783
S: -0.673 -0.638 -0.822
O: 0.649 -0.383 -1.463
O: -1.596 -0.993 -1.874
N: -1.296 0.513 0.342
S: 0.084 1.136 0.965
O: -0.250 1.747 2.273
O: 1.175 0.150 1.155
C: 0.634 2.455 -0.272
F: -0.123 2.229 -1.360
F: 0.525 3.785 0.178
F: 1.897 2.173 -0.686
C: -4.040 0.724 3.430
O: -3.170 0.586 2.514
N: -4.640 -0.209 3.993
N: -4.629 1.780 3.771
H: -4.954 0.016 4.927
H: -4.325 -1.164 3.902
H: -5.040 1.849 4.691
H: -4.274 2.581 3.268
C: 5.288 -2.258 0.067
O: 6.414 -2.236 0.494
N: 4.195 -2.068 0.661
N: 5.174 -3.078 -0.948
H: 4.177 -1.646 1.579
H: 3.296 -2.257 0.240
H: 6.131 -3.397 -0.906
H: 4.300 -3.386 -1.349
C: 2.496 -3.571 -3.284
O: 2.883 -4.188 -2.225
N: 2.411 -2.261 -3.365
N: 2.120 -4.270 -4.323
H: 1.958 -1.843 -4.165
H: 2.369 -1.689 -2.533
H: 2.368 -5.244 -4.429
H: 2.002 -3.678 -5.133
C: -2.457 4.200 1.067
O: -2.750 3.014 1.133
N: -2.193 4.785 -0.037
N: -2.580 5.077 2.065
H: -1.880 5.743 -0.097
H: -2.293 4.279 -0.906
H: -2.003 5.902 2.155
H: -2.961 4.630 2.886
C: 4.871 5.528 -1.151
O: 5.180 6.619 -1.580
N: 3.817 4.911 -1.628
N: 5.277 4.958 -0.086
H: 3.356 5.345 -2.415
H: 3.489 4.066 -1.181
H: 5.899 5.513 0.484
H: 4.963 4.041 0.200
C: -4.576 -1.696 -0.357
O: -3.865 -0.731 -0.252
N: -4.834 -2.503 0.689
N: -5.245 -1.981 -1.468
H: -5.506 -3.257 0.668
H: -4.353 -2.289 1.551
H: -6.012 -2.622 -1.326
H: -4.991 -1.540 -2.341
C: -2.460 -3.207 3.914
O: -3.597 -3.441 3.582
N: -1.745 -4.134 4.508
N: -1.738 -2.138 3.759
H: -2.276 -4.978 4.671
H: -0.748 -4.026 4.631
H: -2.156 -1.354 3.279
H: -0.746 -2.030 3.914
C: -3.337 1.969 -2.690
O: -3.243 1.854 -1.471
N: -2.569 1.418 -3.514
N: -4.265 2.576 -3.248
H: -2.859 1.293 -4.474
H: -1.710 0.997 -3.189
H: -4.750 3.273 -2.701
H: -4.228 2.658 -4.254
C: 5.202 1.405 -1.102
O: 4.816 2.229 -0.283
N: 4.591 0.979 -2.206
N: 6.185 0.612 -0.898
H: 4.927 0.127 -2.632
H: 3.782 1.565 -2.361
H: 6.549 -0.128 -1.481
H: 6.684 0.725 -0.027
C: 1.656 3.134 -5.542
C: 2.614 2.415 -4.490
O: 2.237 1.053 -4.193
O: 0.209 3.035 -5.070
H: 1.687 2.500 -6.428
H: 1.967 4.137 -5.834
H: 2.620 2.983 -3.560
H: 3.613 2.412 -4.927
H: 1.537 1.127 -3.540
H: -0.079 3.884 -4.725
C: -2.562 -2.998 -4.077
C: -1.300 -3.849 -4.285
O: -1.367 -5.212 -3.996
O: -3.602 -3.619 -4.768
H: -2.371 -1.971 -4.388
H: -2.862 -3.005 -3.029
H: -0.457 -3.464 -3.711
H: -1.015 -3.702 -5.327
H: -0.772 -5.616 -4.631
H: -3.500 -4.534 -4.494
C: -0.165 4.003 6.372
C: -0.783 3.034 5.394
O: -1.509 3.876 4.356
O: 0.755 4.856 5.813
H: 0.532 3.451 7.003
H: -0.855 4.694 6.856
H: -1.443 2.242 5.751
H: 0.009 2.427 4.956
H: -0.937 4.385 3.778
H: 1.556 4.918 6.340
C: 3.831 1.612 3.102
C: 3.025 0.896 4.215
O: 3.847 0.407 5.214
O: 2.984 2.119 2.061
H: 4.516 0.884 2.666
H: 4.483 2.364 3.546
H: 2.465 0.083 3.752
H: 2.363 1.643 4.653
H: 4.345 -0.308 4.812
H: 3.625 2.041 1.351
C: -2.622 -5.631 0.932
C: -2.940 -5.905 -0.541
O: -3.955 -6.886 -0.522
O: -2.104 -6.697 1.689
H: -3.483 -5.409 1.561
H: -1.886 -4.856 1.148
H: -2.034 -6.159 -1.091
H: -3.359 -5.050 -1.072
H: -3.476 -7.714 -0.441
H: -2.067 -6.498 2.627

Results of the Löwdin charge analysis, in e, for atoms 1 through 2: number 1, Zn, carries 0.449; number 2, C, carries -0.693

> Which formula does entry 1 have?

C21H62N2O10